A gas-phase ion, C2H2O2P (charge -1), computed with the ωB97M-V functional and the def2-TZVPD basis.

Values from the calculation:
SMILES string	O=P1([O-])C=C1
DFT total energy	-15488.6837	eV
Kohn-Sham gap	8.19	eV
E_HOMO	-3.861	eV
energy above the lowest of the compared OMol25 structures with the same formula, charge and spin	50.0	kcal/mol
charge	-1

Positions of all 7 atoms, in Å:
P -0.89863 0.10248 -0.01484
O -1.26934 1.55046 -0.02316
O -2.04708 -0.85496 -0.06733
C 0.63236 -0.20400 0.83571
C 0.67454 -0.27997 -0.90213
H 1.56796 -0.31326 -1.44001
H 1.34019 -0.00075 1.61176

A single C15H20N2O3 molecule, computed with the ωB97M-V functional and the def2-TZVPD basis.

Values from the calculation:
SMILES string	O=C(C[C@@H]1NCCNC1=O)OCCCc1ccccc1
DFT total energy	-25003.3325	eV
Kohn-Sham gap	9.51	eV
E_HOMO	-8.768	eV
energy above the lowest of the compared OMol25 structures with the same formula, charge and spin	12.6	kcal/mol

Positions of all 40 atoms, in Å:
O 2.07934 2.18947 -0.02118
O -0.71076 -1.43037 -0.09178
O -0.82583 -1.55021 2.14357
N 3.89561 0.93843 -0.38590
N 2.53037 -1.41618 0.18971
C -3.63095 -0.81347 -0.99019
C -2.11764 1.15198 -1.39198
C -2.29432 1.93604 1.25144
C -2.97999 0.81630 0.81214
C 3.66191 -1.45797 -0.70695
C -1.42500 2.26574 -0.95485
C 4.63433 -0.30435 -0.44057
C -2.89937 0.41123 -0.51301
C -1.76582 -2.37941 -0.24285
C -2.67706 -1.94704 -1.38653
C 1.75609 -0.20006 0.01217
C 2.58191 1.08730 -0.11211
C -0.34320 -1.09116 1.14077
C 0.73559 -0.03235 1.13585
C -1.51170 2.66194 0.36985
H 4.42305 1.79855 -0.45272
H -2.04778 -1.62928 -2.21891
H 3.27796 -1.38851 -1.72848
H -3.26147 -2.81100 -1.70788
H -4.24130 -0.55696 -1.86037
H 1.20840 -0.29672 -0.93641
H 0.24909 0.93865 1.00592
H 1.22388 -0.04067 2.11239
H -4.29879 -1.16922 -0.20282
H -0.96412 3.52775 0.70985
H 4.17540 -2.41429 -0.59062
H -0.81006 2.82647 -1.64254
H -2.05356 0.85283 -2.42889
H -2.36676 2.23600 2.28669
H -3.58137 0.25085 1.51000
H 5.38616 -0.23946 -1.23245
H -2.31346 -2.45579 0.70220
H 2.84279 -1.49293 1.15384
H 5.15563 -0.47179 0.51345
H -1.30632 -3.34908 -0.46540

A gas-phase ion, C21H33N2O2 (charge +1), computed with the ωB97M-V functional and the def2-TZVPD basis.

Values from the calculation:
SMILES string	CCCc1n(CC)c2ccccc2[n+]1C[C@@H](O)COC1CCCCC1
DFT total energy	-29383.3756	eV
Kohn-Sham gap	9.67	eV
E_HOMO	-12.293	eV
energy above the lowest of the compared OMol25 structures with the same formula, charge and spin	2.8	kcal/mol
charge	+1

Positions of all 58 atoms, in Å:
O 0.71861 -0.62264 -3.00352
O -2.24993 0.40846 -1.13441
N 0.82299 -1.33386 0.12336
N 1.74026 -0.81331 2.04367
C 2.15541 -1.68342 0.02897
C 2.89668 -2.23582 -1.00684
C -2.55118 4.15450 -0.64015
C -2.85623 1.69858 -1.00905
C -3.90769 1.98178 -2.08179
C 2.53544 1.13985 3.29113
C 0.60645 -0.79509 1.32941
C 4.08872 -1.59757 1.50455
C -0.12637 -1.45580 -0.95150
C -3.61062 4.44425 -1.69907
C -1.44673 -1.28931 2.69874
C -0.69396 -0.27268 1.81444
C 1.95641 -0.26985 3.36808
C -1.93239 -2.50627 1.92419
C 4.23456 -2.46474 -0.75807
C -0.07690 -0.24885 -1.90979
C -1.83702 2.83866 -0.94182
C -1.51708 0.12858 -2.30873
C -4.61637 3.29945 -1.77699
C 2.74188 -1.35893 1.26304
C 4.81701 -2.15742 0.47441
H -1.31243 2.92867 -1.89573
H -3.02658 4.09128 0.34094
H 1.01179 -0.26335 3.91190
H 4.85005 -2.89007 -1.53441
H -0.80638 -1.61660 3.52007
H -3.43518 2.04840 -3.06402
H -1.32193 -0.00745 0.96148
H -3.12879 4.57344 -2.67074
H -1.49647 0.98012 -2.99244
H -1.98042 -0.72056 -2.82618
H 0.11305 -2.34930 -1.53057
H -1.09627 2.62375 -0.16650
H -3.36139 1.62112 -0.03845
H -2.47781 -3.16939 2.59014
H 2.45230 -2.45139 -1.96413
H -4.62478 1.15960 -2.10781
H -2.60615 -2.20900 1.12417
H 4.55060 -1.35686 2.44790
H 2.71375 1.51419 4.29456
H -4.12668 5.37390 -1.45766
H 0.71094 0.06536 -3.67800
H 0.37085 0.61196 -1.38331
H -0.51480 0.63309 2.39690
H -5.35346 3.50335 -2.55424
H 5.86632 -2.35783 0.62110
H 1.84716 1.81584 2.78930
H -1.82251 4.96609 -0.60827
H -5.14672 3.21526 -0.82633
H -1.10083 -3.06688 1.50192
H -2.30535 -0.77589 3.13174
H 3.47771 1.14127 2.74936
H 2.64928 -0.93337 3.89006
H -1.13054 -1.54638 -0.54278

A molecular structure, C6H9I, computed with the ωB97M-V functional and the def2-TZVPD basis.

Values from the calculation:
DFT total energy	-14462.8340	eV
Kohn-Sham gap (spin up / spin down)	7.88 / 9.58	eV
2S+1	3
E_HOMO (spin up / spin down)	-7.266 / -9.664	eV
energy above the lowest of the compared OMol25 structures with the same formula, charge and spin	20.5	kcal/mol

Positions of all 16 atoms, in Å:
I 0.26371 2.22046 2.45297
C -0.68819 1.22064 -1.32343
C -1.32018 1.67316 -0.21675
C 1.60945 0.22790 -0.60797
C -0.69799 -2.42497 0.98127
C -0.08736 1.70391 0.52664
C 0.66952 1.40899 -0.71645
H -2.31396 1.75536 -0.03309
H 1.99911 0.02797 -1.55087
H 1.14768 -0.64492 -0.16514
H -0.50282 -1.36378 0.97089
H -0.10410 -3.08518 0.26384
H -1.20209 -2.85842 1.84889
H 2.36278 0.25731 0.17475
H 1.21927 2.26994 -0.95177
H -1.05800 0.93700 -2.32330